[1]
Computed, not measured: a structure of composition C25H41N6NiO3P2S, with wB97M-V/def2-TZVPD.

The HOMO-LUMO gap (spin up / spin down) comes out at 7.603 / 7.307 eV. As for the spin multiplicity: 3. The value obtained for the HOMO energy (spin up / spin down) is -9.395 / -9.631 eV. Its net charge is +1. The expectation value of S² is 2.01. The value obtained for the largest force on an atom is 1.11 eV/Å.

Each line ends with the Mulliken spin population.
Geometry (Å):
C: 3.97613 -3.30469 -1.07207  -0.01
H: 3.02982 3.38357 4.09092  0.00
H: 4.99618 1.69164 1.62594  0.00
H: -4.68010 -1.51206 -1.75870  0.00
P: -2.69746 -1.71187 0.27095  -0.01
O: -2.83612 -0.36385 -0.65508  0.01
H: 7.19374 2.17556 0.61678  0.00
H: 2.29986 1.16824 5.18455  0.00
C: -1.36172 -0.30869 -3.19413  0.00
C: 4.34108 0.74562 -1.55267  0.00
H: -3.51740 -1.41843 3.70905  0.00
C: 1.82665 -3.28168 -2.13436  -0.02
C: 5.15708 1.51270 0.56801  0.00
C: -2.93542 -1.04406 2.86594  0.00
H: 0.70083 1.66262 -1.36963  0.00
H: -5.56723 -1.18737 2.28278  0.00
H: -5.37821 -1.11678 0.52529  0.00
H: -0.56782 -0.93998 -3.59689  0.00
H: 1.12876 0.58260 -2.69595  0.00
P: -1.76341 0.83723 -0.74605  -0.02
H: 0.49012 -1.72759 -1.50511  -0.01
Ni: 0.17484 -0.62162 1.04920  1.78
H: -5.51431 -2.83163 -0.89925  0.00
H: 1.77207 3.71377 5.28603  0.00
H: 2.55095 1.43736 1.20040  0.01
H: -2.83779 0.04308 2.95831  0.00
C: 6.39480 1.77823 0.00349  0.00
C: 2.38590 -1.56606 -0.51141  -0.24
O: -0.96576 1.01005 0.50463  0.05
N: 0.59005 2.19772 2.77467  0.00
N: -3.60350 -1.42192 1.62021  0.00
N: 1.78682 1.73552 4.53354  0.01
H: -2.19563 -0.94667 -2.90948  0.00
C: 1.04638 1.21273 3.55209  0.00
C: 1.47921 -2.15876 -1.39975  0.07
H: -4.88335 0.26243 1.52428  0.00
H: 0.00541 2.01663 1.97308  0.00
H: 4.95327 -3.75206 -0.93873  0.00
C: -4.92963 -0.83082 1.47386  0.00
H: -3.21105 3.96412 -0.02967  0.00
C: 1.00632 3.51772 3.23931  0.00
H: 0.15055 4.07598 3.62264  0.00
H: -1.95118 -1.49382 2.91181  0.00
H: 1.11898 -3.71830 -2.82892  0.00
C: 2.82847 0.68192 0.47060  -0.07
H: -4.05816 -4.55859 0.29933  0.00
H: -3.16643 -4.83777 -1.20948  0.00
H: -3.42563 3.42684 -2.50909  0.00
O: -1.28805 -2.05963 0.57014  0.01
C: 6.60744 1.53090 -1.34469  0.00
H: -4.26850 2.57946 0.29884  0.00
H: 3.35200 -4.73220 -2.55083  0.00
H: -4.44660 2.03375 -2.11380  0.00
H: -4.60725 -3.16713 -2.37862  0.00
H: -2.65155 2.66680 1.03461  0.00
H: -2.96179 1.81265 -3.05490  0.00
C: -3.41217 2.37073 -2.23737  0.00
H: 7.57103 1.73633 -1.79210  0.00
C: 4.11974 0.97234 -0.19501  0.01
H: 0.12551 2.01296 -3.02252  0.00
C: 5.57322 1.02637 -2.12065  0.00
C: 3.63440 -2.18300 -0.33858  0.05
C: 0.34062 1.22255 -2.29739  0.00
N: -3.39241 -2.81378 -0.72872  0.00
C: -4.62224 -2.56032 -1.47238  0.00
C: 1.99629 3.17131 4.36970  0.00
H: 5.72989 0.85093 -3.17762  0.00
C: 3.08054 -3.85342 -1.98074  0.03
C: 2.02322 -0.36838 0.26904  0.29
H: -2.29629 -4.32222 0.24036  0.00
H: -1.67956 0.37562 -3.98554  0.00
C: -3.22919 2.88673 0.14091  0.00
N: -2.64101 2.20399 -1.01269  0.00
H: 1.46541 4.09109 2.43582  0.00
H: 4.32941 -1.76744 0.37828  0.00
S: 0.73886 -0.42743 3.35107  0.08
C: -3.22358 -4.21309 -0.31796  0.00
H: 3.53949 0.34492 -2.16044  0.00
N: -0.84380 0.39982 -2.02750  -0.01

[2]
Computed, not measured: the molecule C2H4ClOP, with wB97M-V/def2-TZVPD.

The HOMO-LUMO gap (spin up / spin down) comes out at 7.301 / 8.036 eV. As for the spin multiplicity: 3. The value obtained for the HOMO energy (spin up / spin down) is -6.746 / -10.560 eV. The expectation value of S² is 2.01. The value obtained for the largest force on an atom is 7.25 eV/Å.

Each line ends with the Mulliken spin population.
Geometry (Å):
H: -0.80469 -0.48117 0.27276  0.01
C: 0.18228 -0.01231 0.46907  0.03
C: 0.31910 1.55935 -1.31125  0.81
P: 1.03782 3.02679 -1.64879  0.97
Cl: 0.98531 2.77447 -3.72008  0.10
O: 0.14569 1.41630 0.23334  0.10
H: 0.44804 -0.16105 1.62563  0.01
H: -0.18200 0.84494 -1.83285  0.01
H: 0.96069 -0.41152 -0.24845  -0.02

[3]
Computed, not measured: a structure of composition C23H20N6O4SV, with wB97M-V/def2-TZVPD.

The HOMO-LUMO gap (spin up / spin down) comes out at 3.324 / 5.494 eV. As for the spin multiplicity: 4. The value obtained for the HOMO energy (spin up / spin down) is 1.271 / -0.782 eV. Its net charge is -2. The expectation value of S² is 3.90. The value obtained for the largest force on an atom is 3.97 eV/Å.

Each line ends with the Mulliken spin population.
Geometry (Å):
O: 0.32372 2.50689 0.63855  -0.01
C: -2.75745 -1.45629 2.69652  -0.04
C: -2.24659 1.08365 -2.27284  0.02
C: 1.14326 0.06929 -2.17468  0.14
N: 0.94331 -1.19468 -1.74877  -0.16
H: 1.66390 -4.45998 4.24464  -0.01
C: 1.78524 -1.11156 2.21955  0.11
H: 1.87801 2.70139 -5.90188  0.00
C: 1.36762 -0.65622 -5.90388  -0.04
N: -1.60483 0.06201 -1.63025  0.04
C: 1.21652 0.23291 -3.64482  0.00
C: 1.88339 -2.26150 4.33562  0.23
H: -1.23364 4.43123 0.44104  0.00
C: -2.10689 -0.74146 0.44292  -0.03
H: 1.82241 -2.21481 5.42825  0.03
S: -3.09543 2.31535 -1.61493  0.00
H: -1.62205 -0.10206 5.58524  0.00
N: 0.84134 -1.22396 -0.46547  -0.01
C: 0.28085 3.36148 1.61119  0.03
H: -2.72860 -1.49760 -0.00631  0.00
H: -0.24066 1.15416 3.95283  0.00
H: -1.95082 -0.06882 -3.92828  0.00
C: -2.70883 -1.26001 4.02964  0.04
H: 1.30387 -1.50708 -6.60149  0.00
C: 1.79379 1.67815 -5.47649  -0.04
N: -1.34238 0.07465 -0.34359  0.07
H: 1.57665 2.36300 -3.42505  0.01
C: -0.51829 4.60609 1.24797  0.00
C: -0.97813 0.43063 3.63108  0.03
C: 1.43839 -2.36065 1.56873  -0.06
C: 1.37052 -3.57970 2.35959  0.14
C: 1.70455 -3.53214 3.68179  -0.13
O: 1.98535 0.01249 1.51266  0.04
O: 0.77334 3.21812 2.74010  0.01
C: 0.92298 -2.37111 0.26277  0.29
C: 1.98118 -1.07750 3.60914  -0.06
O: 1.22749 1.07807 -1.42339  -0.03
H: -0.91319 5.02327 2.16114  0.00
C: 1.04897 -0.79459 -4.55273  0.05
H: 0.63877 -1.70949 -4.18658  0.01
H: 1.12867 -4.51500 1.80983  0.01
H: -2.82074 1.50669 -4.21306  0.00
N: -0.96446 0.20829 2.25081  0.01
C: 1.52802 1.51664 -4.11557  0.06
H: 2.11793 -0.07580 4.07493  0.00
C: -1.76107 -0.32228 4.50696  0.01
N: -2.19936 0.88730 -3.65792  0.00
H: -3.35164 -1.81403 4.69790  0.00
V: 0.50630 0.60358 0.56913  2.09
H: 0.09767 5.46600 0.80959  0.00
H: 0.50587 -3.30447 -0.12604  0.01
H: -3.45630 -2.18665 2.28050  0.00
C: 1.77226 0.59918 -6.37294  0.07
C: -1.94803 -0.64628 1.82098  0.07
H: 1.97727 0.85523 -7.43467  0.01